# 1
Density functional theory data (ωB97M-V/def2-TZVPD) for C14H19Cl2NO4V as an isolated structure.

The value obtained for the max |F| is 0.8 eV/A. Its total charge is +1. The spin multiplicity is 3. The HOMO energy (alpha / beta) comes out at -0.3876 / -0.3925 Ha. The calculation puts the LUMO energy (alpha / beta) at -3.45 / -3.53 eV. Its energy is -75228.7508 eV. For the energy above the lowest of the compared OMol25 structures with the same formula, charge and spin, the calculation gives 9.0 kcal per mole. The HOMO-LUMO gap (alpha / beta) is 7.10 / 7.15 eV.

Element x y z (Å)
V 0.1032 0.5053 -0.2968
C -0.1460 -0.6293 2.5883
C -0.6947 0.3896 1.6271
O -2.5013 2.2711 -0.6917
C -1.8598 3.0950 -1.6611
C -0.5740 3.6163 -1.0961
O 0.3773 2.5407 -1.0099
C 1.7164 3.0123 -0.7420
C 2.6397 1.8203 -0.6703
O 2.0177 0.9048 0.2409
C 2.8876 -0.0258 0.9297
C 2.0643 -1.0341 1.6996
O 1.2572 -0.4186 2.6876
H -0.5304 -0.5349 3.6032
H -0.3775 -1.6413 2.2283
H -3.4150 2.1939 -0.9444
H -1.4147 1.0838 2.0661
H -1.6529 2.5296 -2.5752
H -2.4847 3.9548 -1.9131
H -0.1573 4.3886 -1.7448
H -0.7388 4.0245 -0.0954
H 2.0223 3.6873 -1.5433
H 1.7060 3.5551 0.2066
H 2.7435 1.3350 -1.6450
H 3.6264 2.1131 -0.3114
H 3.4938 -0.5595 0.1932
H 3.5301 0.5642 1.5848
H 1.4662 -1.6201 0.9980
H 2.7688 -1.7095 2.1938
Cl -2.3692 -0.5444 0.5119
C -1.8915 -2.1469 -0.0029
C -2.6884 -3.2296 0.3257
C -2.3181 -4.4649 -0.1693
C -1.1766 -4.5852 -0.9607
C -0.4009 -3.4857 -1.2625
Cl 1.0201 -3.6712 -2.2246
C -0.7232 -2.1947 -0.7874
N 0.0434 -1.0921 -0.9833
H -3.5729 -3.1115 0.9359
H -2.9165 -5.3355 0.0570
H -0.8799 -5.5507 -1.3469

# 2
Density functional theory data (ωB97M-V/def2-TZVPD) for C21H30N3O3OsPS2 as an isolated structure in a non-equilibrium geometry.

The value obtained for the max |F| is 2.7 eV/A. Its total charge is +2. The spin multiplicity is 5. The HOMO energy (alpha / beta) comes out at -0.4678 / -0.5428 Ha. The calculation puts the LUMO energy (alpha / beta) at -6.11 / -9.04 eV. Its energy is -66287.3324 eV. For the energy above the lowest of the compared OMol25 structures with the same formula, charge and spin, the calculation gives 0.0 kcal per mole. The HOMO-LUMO gap (alpha / beta) is 6.62 / 5.73 eV.

Element x y z (Å)
Os 10.4674 11.1472 7.1734
C 11.4506 15.7858 9.9973
S 10.2307 14.5745 10.5692
C 10.1111 13.4938 9.2644
S 11.3425 13.1501 8.0420
N 9.0728 12.6515 9.4352
N 9.0131 11.6637 8.5676
C 8.2911 10.5729 9.0294
C 8.5183 9.3737 8.2764
C 7.6478 8.2474 8.5131
C 7.8164 7.1320 7.7806
C 8.7880 7.1270 6.7723
C 9.6137 8.1948 6.5975
N 9.5045 9.3474 7.3345
H 11.5512 16.5201 10.7701
H 11.1812 16.2422 9.0333
H 12.4366 15.3056 9.8883
H 7.5940 10.6728 9.8574
H 6.9112 8.3513 9.2853
H 7.2245 6.2450 7.9376
H 8.9280 6.2220 6.2271
H 10.2850 8.1914 5.7786
C 15.1220 11.7552 7.7285
C 14.2486 11.4342 8.8842
O 13.4244 10.2886 8.4969
P 12.5058 9.9928 7.2547
O 13.2973 10.1729 5.9245
C 14.4410 9.2667 5.4687
C 15.4219 9.9957 4.5972
O 12.2615 8.4582 7.4314
C 12.5204 7.7396 8.6860
C 13.8383 6.9873 8.6203
H 15.8561 12.5604 7.9651
H 14.5231 12.0612 6.8847
H 15.7263 10.8573 7.4816
H 13.5727 12.2325 9.1909
H 14.7230 11.0844 9.7880
H 13.8653 8.4500 4.9673
H 14.8269 8.8617 6.4117
H 14.9856 10.2630 3.6219
H 16.2528 9.3103 4.4463
H 15.8613 10.8484 5.0985
H 11.6319 7.0682 8.7553
H 12.5601 8.4695 9.4902
H 13.7356 6.0670 7.9947
H 14.1868 6.5993 9.5805
H 14.6472 7.5883 8.1596
C 10.8940 11.3014 5.0723
C 9.5007 11.8504 5.0583
C 9.3348 13.2672 5.0049
C 8.0676 13.7554 5.0260
C 6.9503 12.9497 5.2051
C 7.1308 11.5807 5.2914
C 8.3969 11.0458 5.1057
H 11.6266 11.9560 4.6637
H 11.0015 10.3461 4.6037
H 10.2177 13.9057 5.0268
H 8.0179 14.8418 4.9734
H 5.9400 13.3443 5.3579
H 6.2755 10.9163 5.3545
H 8.5020 9.9631 5.0994

> Which value of max |F| does entry 2 give?

2.7 eV/A

> Look up the energy of the first one.

-75228.7508 eV

> Among the records above, which one has the lowest max |F|?

C14H19Cl2NO4V